[1]
{
  "formula": "C7H9N3O3",
  "method": "wB97M-V/def2-TZVPD",
  "species": ["O", "C", "C", "C", "O", "N", "N", "C", "C", "O", "C", "C", "N", "H", "H", "H", "H", "H", "H", "H", "H", "H"],
  "positions_angstrom": [[-3.850, 0.788, -0.998], [-2.804, 0.790, -0.443], [-1.591, 0.121, -1.078], [-0.223, 0.514, -0.499], [0.617, 1.100, -1.417], [0.346, -0.855, -0.073], [1.554, -0.959, 0.758], [2.393, -1.737, -0.042], [1.826, -2.098, -1.161], [0.615, -1.602, -1.262], [-0.237, 1.249, 0.771], [-1.355, 1.392, 1.415], [-2.601, 1.041, 0.848], [-1.872, -0.901, -0.702], [-1.771, 0.108, -2.195], [1.366, 0.582, -1.742], [1.344, -1.177, 1.700], [3.288, -2.150, 0.396], [2.415, -2.413, -2.058], [0.694, 1.599, 1.188], [-1.370, 2.059, 2.292], [-3.360, 1.165, 1.430]],
  "mulliken_charge": [-0.59, 0.28, -0.96, 2.22, -0.63, -0.10, -0.44, -0.36, -0.24, -0.30, -1.30, -0.34, -0.05, 0.27, 0.25, 0.43, 0.23, 0.39, 0.33, 0.40, 0.34, 0.18],
  "homo_energy_ev": -7.396,
  "gap_ev": 8.06,
  "total_charge": 0
}

[2]
{
  "formula": "C7H9N3O3S",
  "method": "wB97M-V/def2-TZVPD",
  "species": ["C", "C", "C", "C", "C", "C", "C", "N", "N", "N", "O", "O", "O", "S", "H", "H", "H", "H", "H", "H", "H", "H", "H"],
  "positions_angstrom": [[3.657, -0.965, 0.255], [2.642, -1.635, -0.411], [3.461, 0.353, 0.559], [1.493, -1.035, -0.867], [2.230, 1.017, 0.248], [1.313, 0.352, -0.569], [-2.917, 0.236, 0.425], [-3.238, 1.032, -0.662], [-3.927, -0.321, 1.294], [-1.695, -0.060, 0.672], [-0.978, -0.856, 1.273], [-0.243, 2.439, -0.892], [-0.455, 0.344, -2.355], [-0.212, 1.026, -1.071], [4.413, -1.534, 0.715], [2.771, -2.703, -0.478], [4.001, 0.815, 1.355], [0.597, -1.610, -1.237], [2.029, 2.047, 0.674], [-4.269, 1.089, -0.783], [-2.641, 1.962, -0.753], [-4.610, -1.009, 0.734], [-3.421, -0.983, 1.878]],
  "mulliken_charge": [-0.36, -0.35, -0.57, -0.39, -0.23, 0.33, 0.53, -0.47, -0.64, 0.17, -0.58, -0.59, -0.56, 0.98, 0.39, 0.34, 0.32, 0.28, 0.32, 0.24, 0.24, 0.29, 0.31],
  "homo_energy_ev": [-8.264, -8.265],
  "gap_ev": [7.01, 7.01],
  "total_charge": 0
}

[3]
{
  "formula": "C7H9N3O5",
  "method": "wB97M-V/def2-TZVPD",
  "species": ["C", "C", "C", "C", "C", "C", "C", "N", "N", "N", "O", "O", "O", "O", "O", "H", "H", "H", "H", "H", "H", "H", "H", "H"],
  "positions_angstrom": [[0.776, -0.640, -0.061], [-1.611, 0.631, 2.770], [1.240, 1.890, -0.851], [0.346, 1.053, -1.756], [-1.122, -0.910, -1.447], [2.410, 1.015, -0.428], [-0.939, -2.214, 0.369], [0.079, -0.232, -1.129], [0.311, -1.632, 0.668], [-1.862, -2.027, 1.377], [-2.200, 0.602, 3.744], [-1.009, 0.752, 1.798], [-3.060, -2.005, 1.126], [-1.406, -2.032, 2.541], [1.940, -0.112, 0.308], [1.592, 2.779, -1.369], [0.682, 2.190, 0.039], [-0.613, 1.550, -1.931], [0.825, 0.887, -2.729], [-1.057, -1.680, -2.196], [-2.021, -0.316, -1.418], [2.972, 0.662, -1.302], [3.090, 1.534, 0.250], [0.638, -1.744, 1.626]],
  "mulliken_charge": [0.58, 0.73, -0.59, -0.55, -0.74, -0.45, -0.62, 0.17, 0.04, 1.07, -0.37, -0.39, -0.67, -0.69, -0.41, 0.38, 0.25, 0.32, 0.33, 0.29, 0.36, 0.30, 0.33, 0.32],
  "homo_energy_ev": -7.552,
  "gap_ev": 7.79,
  "total_charge": 0
}

[4]
{
  "formula": "C7H9N4O3S",
  "method": "wB97M-V/def2-TZVPD",
  "species": ["C", "C", "C", "C", "C", "C", "C", "N", "N", "N", "N", "O", "O", "O", "S", "H", "H", "H", "H", "H", "H", "H", "H", "H"],
  "positions_angstrom": [[-2.106, 0.877, -1.544], [-3.295, 0.118, -1.686], [-1.576, 0.711, -0.262], [-3.418, -0.423, -0.423], [-0.356, 0.899, 0.396], [3.407, -0.130, -0.306], [3.367, -1.613, 1.619], [0.769, 1.100, -0.233], [1.936, 1.314, 0.349], [-4.450, -1.190, 0.300], [3.559, -1.092, 0.310], [-5.375, -1.549, -0.383], [-4.270, -1.347, 1.439], [-2.487, -0.029, 0.441], [3.885, 0.687, -1.681], [-1.522, 1.367, -2.310], [-3.966, 0.169, -2.482], [-0.174, 1.053, 1.522], [3.048, -0.815, 2.331], [4.324, -2.009, 1.892], [2.609, -2.471, 1.710], [1.759, 1.445, 1.296], [0.953, 1.074, -1.235], [3.377, 1.856, -1.061]],
  "mulliken_charge": [-0.59, -0.57, 0.32, 0.23, 0.07, 0.48, -0.67, 0.60, -1.22, 1.03, -0.01, -0.56, -0.53, -0.23, -0.17, 0.41, 0.54, 0.27, 0.29, 0.33, 0.26, 0.14, 0.29, 0.28],
  "homo_energy_ev": [-12.019, -12.018],
  "gap_ev": [7.21, 7.21],
  "total_charge": 1
}

[5]
{
  "formula": "C7H9N5S",
  "method": "wB97M-V/def2-TZVPD",
  "species": ["C", "C", "C", "C", "C", "C", "C", "N", "N", "N", "N", "N", "S", "H", "H", "H", "H", "H", "H", "H", "H", "H"],
  "positions_angstrom": [[0.749, 1.818, -0.874], [-0.563, 1.861, -1.044], [0.536, 0.845, 1.334], [1.379, 1.194, 0.272], [3.698, 0.759, -0.312], [-1.399, 1.128, -0.104], [-0.910, 1.156, 1.382], [1.953, -2.277, 2.512], [2.207, -2.429, 1.421], [2.624, 0.680, 0.258], [2.284, -2.882, 0.349], [2.654, -2.345, -0.831], [5.188, 0.449, -0.687], [1.512, 2.376, -1.465], [-0.940, 2.073, -1.978], [1.063, 0.536, 2.213], [-2.336, 1.627, -0.230], [-1.800, 0.132, -0.214], [-1.351, 0.370, 2.018], [-1.016, 2.155, 1.760], [1.885, -2.612, -1.540], [3.525, -2.759, -1.234]],
  "mulliken_charge": [-0.15, -0.71, -0.29, 0.31, 0.35, -0.73, -0.76, -0.61, 0.99, -0.20, -0.59, -0.28, -0.34, 0.29, 0.42, 0.48, 0.37, 0.33, 0.33, 0.30, 0.26, 0.25],
  "homo_energy_ev": [-7.903, -7.904],
  "gap_ev": [8.22, 8.22],
  "total_charge": 0
}

[6]
{
  "formula": "C7H9NO",
  "method": "wB97M-V/def2-TZVPD",
  "species": ["N", "C", "C", "C", "C", "H", "H", "H", "C", "C", "C", "O", "H", "H", "H", "H", "H", "H"],
  "positions_angstrom": [[-0.239, -2.330, 1.184], [0.705, -1.897, 0.691], [1.894, -1.424, 0.054], [2.002, 0.045, -0.417], [2.672, -0.284, 0.655], [2.408, -2.194, -0.504], [1.892, 0.615, -1.304], [3.157, -0.014, 1.557], [-1.954, 0.582, 0.967], [-0.881, 1.002, 0.007], [-1.223, 0.802, -1.446], [0.150, 1.553, 0.372], [-2.947, 0.970, 0.681], [-2.031, -0.494, 0.961], [-1.722, 0.913, 1.979], [-0.755, 1.536, -2.091], [-2.292, 0.804, -1.624], [-0.836, -0.184, -1.723]],
  "mulliken_charge": [-0.49, 0.33, -0.31, -0.38, -0.39, 0.38, 0.45, 0.39, -1.25, 0.97, -1.14, -0.56, 0.38, 0.32, 0.31, 0.34, 0.39, 0.27],
  "homo_energy_ev": -9.674,
  "gap_ev": 10.56,
  "total_charge": 0
}

[7]
{
  "formula": "C7H9NO",
  "method": "wB97M-V/def2-TZVPD",
  "species": ["H", "N", "C", "C", "C", "C", "H", "H", "H", "H", "H", "H", "C", "C", "C", "O", "H", "H"],
  "positions_angstrom": [[-0.913, -0.994, -1.791], [-1.420, -0.847, -0.920], [-0.723, -0.975, 0.127], [-1.395, -0.797, 1.453], [0.717, -1.277, 0.191], [1.560, -1.102, -0.819], [-0.905, 0.002, 2.007], [-2.443, -0.555, 1.307], [-1.313, -1.714, 2.036], [1.081, -1.631, 1.146], [1.236, -0.724, -1.776], [2.611, -1.317, -0.730], [-0.660, 2.106, -0.798], [0.445, 1.964, -0.100], [1.675, 1.828, 0.188], [2.736, 1.697, 0.672], [-1.626, 2.124, -0.315], [-0.665, 2.211, -1.877]],
  "mulliken_charge": [0.26, -0.71, 0.93, -1.31, -0.11, -0.93, 0.31, 0.32, 0.41, 0.29, 0.23, 0.29, -0.60, -0.05, 0.61, -0.46, 0.25, 0.27],
  "homo_energy_ev": -8.872,
  "gap_ev": 8.38,
  "total_charge": 0
}

[8]
{
  "formula": "C7H9NO",
  "method": "wB97M-V/def2-TZVPD",
  "species": ["C", "C", "C", "C", "C", "C", "C", "H", "H", "H", "H", "H", "H", "H", "H", "H", "N", "O"],
  "positions_angstrom": [[2.666, -0.559, 0.233], [0.318, -0.098, -0.171], [-0.177, -1.426, -0.128], [-1.400, -1.580, -0.086], [-2.325, -0.491, 0.011], [-1.845, 0.774, 0.102], [-0.620, 1.058, 0.002], [3.113, -1.362, -0.531], [2.001, -1.185, 0.822], [3.400, 0.189, 0.424], [0.371, -2.091, -0.033], [-1.793, -2.627, -0.104], [-3.242, -0.712, -0.060], [-2.438, 1.995, 0.097], [-0.470, 3.083, 0.128], [0.817, 2.415, -0.337], [-0.031, 2.301, -0.068], [1.654, 0.316, -0.301]],
  "mulliken_charge": [-0.61, 0.79, -1.00, -0.35, -1.13, -0.31, 0.77, 0.18, 0.32, 0.27, 0.84, 0.27, 0.62, -0.01, 0.11, 0.12, -0.42, -0.45],
  "homo_energy_ev": -7.425,
  "gap_ev": 8.41,
  "total_charge": 0
}

[9]
{
  "formula": "C7H9NO",
  "method": "wB97M-V/def2-TZVPD",
  "species": ["C", "C", "C", "C", "C", "C", "C", "N", "O", "H", "H", "H", "H", "H", "H", "H", "H", "H"],
  "positions_angstrom": [[-1.503, 1.576, -1.308], [-2.625, 0.851, -1.612], [-0.601, 0.781, -0.536], [-1.368, -0.341, -0.380], [0.694, 1.172, 0.010], [1.419, -0.019, 0.644], [1.129, -2.235, 1.544], [0.599, -0.879, 1.412], [-2.460, -0.421, -1.046], [-1.505, 2.614, -1.775], [-3.353, 0.850, -2.360], [1.321, 1.515, -0.877], [0.472, 1.978, 0.684], [1.814, -0.504, -0.269], [2.123, 0.440, 1.341], [1.432, -2.389, 0.472], [2.061, -2.138, 2.097], [0.350, -2.851, 1.958]],
  "mulliken_charge": [-0.62, -0.45, 0.59, -0.07, -0.37, -0.62, -0.70, -0.36, -0.28, 0.26, 0.41, 0.26, 0.31, 0.39, 0.36, 0.28, 0.32, 0.28],
  "homo_energy_ev": [-8.568, -8.299],
  "gap_ev": [8.68, 7.96],
  "total_charge": 0
}

[10]
{
  "formula": "C7H9NO2",
  "method": "wB97M-V/def2-TZVPD",
  "species": ["O", "C", "N", "C", "C", "C", "O", "C", "H", "H", "H", "H", "H", "C", "C", "H", "H", "H", "H"],
  "positions_angstrom": [[-2.214, 2.269, -0.732], [-1.424, 2.059, 0.147], [-1.202, 0.976, 0.878], [-0.930, -0.237, 0.552], [-0.533, -0.930, -0.668], [-0.534, -2.275, -0.405], [-0.869, -2.537, 0.858], [-1.160, -1.397, 1.602], [-0.736, 2.911, 0.647], [-0.235, -0.522, -1.646], [-0.251, -3.140, -0.983], [-0.717, -1.481, 2.635], [-2.187, -1.505, 1.777], [2.233, 0.302, -0.609], [2.079, 1.646, -0.768], [3.163, -0.127, -0.940], [1.504, -0.291, -0.310], [2.861, 2.190, -1.264], [1.152, 2.086, -0.770]],
  "mulliken_charge": [-0.52, 0.03, -0.41, 0.63, -0.36, -0.38, -0.39, -0.41, 0.31, 0.53, 0.44, 0.26, 0.28, -0.40, -0.44, 0.23, 0.09, 0.27, 0.24],
  "homo_energy_ev": -9.237,
  "gap_ev": 9.15,
  "total_charge": 0
}

[11]
{
  "formula": "C7H9NO2",
  "method": "wB97M-V/def2-TZVPD",
  "species": ["C", "C", "C", "C", "C", "C", "C", "N", "O", "O", "H", "H", "H", "H", "H", "H", "H", "H", "H"],
  "positions_angstrom": [[1.104, -0.968, 0.252], [0.458, 1.668, 0.696], [-1.288, -0.143, 0.222], [0.097, 0.238, 0.190], [1.809, -1.517, -0.947], [-0.203, 2.730, -0.150], [-1.618, -1.631, 0.356], [1.037, -0.961, 1.507], [1.273, 1.906, 1.562], [-2.193, 0.627, 0.034], [2.667, -2.011, -0.734], [2.042, -0.592, -1.464], [1.137, -2.117, -1.588], [0.012, 3.685, 0.416], [-1.189, 2.490, -0.072], [0.136, 2.529, -1.199], [-2.415, -1.657, -0.449], [-2.162, -2.011, 1.167], [-0.702, -2.266, 0.200]],
  "mulliken_charge": [0.29, 0.64, 0.87, 0.10, -1.20, -1.11, -1.03, -0.38, -0.55, -0.61, 0.44, 0.36, 0.29, 0.30, 0.42, 0.32, 0.31, 0.31, 0.25],
  "homo_energy_ev": [-9.703, -9.702],
  "gap_ev": [8.95, 8.95],
  "total_charge": 0
}

[12]
{
  "formula": "C7H9NO2",
  "method": "wB97M-V/def2-TZVPD",
  "species": ["C", "C", "C", "C", "C", "C", "C", "N", "O", "O", "H", "H", "H", "H", "H", "H", "H", "H", "H"],
  "positions_angstrom": [[-3.034, -0.321, -0.572], [-1.872, -0.598, -0.318], [0.434, 1.547, 1.091], [0.268, 1.673, -0.402], [0.428, 0.222, -0.955], [-0.448, -0.701, -0.099], [0.120, -1.873, 0.561], [1.367, 2.247, 1.551], [-0.402, 0.763, 1.706], [1.843, -0.223, -1.012], [-4.005, -0.098, -0.242], [-0.787, 1.904, -0.640], [0.835, 2.493, -0.710], [0.136, 0.224, -1.972], [-0.542, -2.556, 1.025], [0.687, -1.324, 1.255], [0.919, -2.298, -0.065], [1.417, 2.205, 2.538], [2.423, 0.516, -0.831]],
  "mulliken_charge": [-0.03, -0.74, 0.60, -0.77, -0.12, 1.09, -1.42, -0.72, -0.63, -0.58, 0.37, 0.36, 0.44, 0.38, 0.41, 0.40, 0.35, 0.26, 0.36],
  "homo_energy_ev": [-9.016, -9.018],
  "gap_ev": [7.24, 7.25],
  "total_charge": 0
}

[13]
{
  "formula": "C7H9NO3",
  "method": "wB97M-V/def2-TZVPD",
  "species": ["C", "C", "C", "C", "C", "C", "C", "H", "H", "H", "H", "H", "H", "H", "H", "H", "N", "O", "O", "O"],
  "positions_angstrom": [[1.530, 1.483, 0.299], [0.091, 1.856, -0.011], [-0.478, 0.411, -0.244], [-0.847, -0.418, 0.839], [-1.264, -1.713, 0.392], [-1.037, -1.904, -1.138], [-0.279, -1.115, -1.973], [1.066, 0.879, 2.872], [2.730, 1.585, 2.214], [1.807, 0.069, -0.142], [2.407, 2.399, -0.693], [-0.358, 2.223, 0.852], [0.249, 2.495, -0.847], [-1.417, 0.229, 1.538], [-1.808, -3.526, -0.641], [-0.268, -1.108, -3.251], [1.619, 1.783, 2.104], [-2.172, -2.510, 0.869], [-1.451, -3.237, -1.587], [-0.123, 0.119, -1.450]],
  "mulliken_charge": [-0.24, -0.84, 0.44, -0.66, 0.65, 0.40, -0.42, 0.27, 0.27, 0.23, 0.24, 0.48, 0.36, 0.34, 0.41, 0.24, -0.65, -0.71, -0.59, -0.22],
  "homo_energy_ev": -9.244,
  "gap_ev": 8.99,
  "total_charge": 0
}

Calculated values (eV) of energy above the lowest of the compared OMol25 structures with the same formula, charge and spin for the records, taken in order: 5.969 4.535 6.053 2.512 4.744 3.629 3.837 6.319 6.475 4.122 4.388 5.667 9.832.